ORCA calculation (the ωB97M-V functional and the def2-TZVPD basis) on C26H25BrClInN2O2Si as an isolated structure.

- LUMO level: 0.30 eV
- Gap between HOMO and LUMO: 6.6401 eV
- Energy relative to the best compared isomer or geometry (same formula, charge and spin): 0.0 kcal/mol
- E_HOMO: -6.3 eV

Geometry as ORCA input:
```
! wB97M-V def2-TZVPD RIJCOSX def2/J DEFGRID3
* xyz 0 1
In -1.94 0.55 1.45
N -0.10 1.81 3.15
C 1.18 2.43 2.82
C 1.93 1.86 1.64
O 3.12 2.04 1.52
O 1.21 1.23 0.70
H -0.59 2.42 3.79
H 0.06 0.95 3.66
H 1.90 2.43 3.65
H 1.02 3.47 2.55
Cl -0.12 -0.95 5.41
C -0.15 -2.18 4.16
C 0.82 -3.16 4.22
C 0.81 -4.21 3.32
C -0.21 -4.27 2.39
C -1.18 -3.29 2.35
C -1.19 -2.18 3.21
C -2.22 -1.15 3.09
H 1.58 -3.10 4.99
H 1.57 -4.98 3.38
H -0.26 -5.10 1.69
H -1.99 -3.36 1.63
H -2.42 -0.59 4.00
H -3.15 -1.56 2.68
C 2.33 5.79 -1.83
C 3.37 4.93 -2.17
C 3.28 3.58 -1.88
C 2.15 3.06 -1.25
C 1.11 3.93 -0.91
C 1.20 5.28 -1.20
Si 1.97 1.25 -0.84
C 0.84 0.43 -2.07
C -0.40 0.96 -2.41
C -1.13 0.43 -3.46
C -0.62 -0.62 -4.21
C 0.61 -1.16 -3.88
C 1.34 -0.64 -2.82
H 2.40 6.84 -2.05
H 4.25 5.32 -2.65
H 4.10 2.93 -2.14
H 0.22 3.55 -0.41
H 0.38 5.94 -0.94
H 3.23 0.48 -0.81
H -0.82 1.79 -1.85
H -2.10 0.85 -3.71
H -1.19 -1.02 -5.04
H 1.01 -1.99 -4.45
H 2.30 -1.06 -2.58
Br -3.61 -4.72 -3.45
C -3.03 -3.47 -2.18
C -3.92 -2.56 -1.64
C -3.43 -1.64 -0.73
N -2.16 -1.60 -0.33
C -1.32 -2.49 -0.85
C -1.70 -3.45 -1.78
H -4.96 -2.55 -1.93
H -4.09 -0.89 -0.29
H -0.29 -2.45 -0.51
H -0.99 -4.15 -2.19
*
```

How is the electron density shared among the atoms? According to natural (NBO), the charges in e are: In 0.694; N -0.849; C -0.327; C 0.798; O -0.581; O -0.832; H 0.377; H 0.388; H 0.215; H 0.229; Cl -0.052; C -0.058; C -0.219; C -0.254; C -0.225; C -0.178; C -0.063; C -0.992; H 0.222; H 0.213; H 0.208; H 0.196; H 0.218; H 0.211; C -0.204; C -0.228; C -0.124; C -0.517; C -0.211; C -0.201; Si 1.661; C -0.542; C -0.113; C -0.236; C -0.195; C -0.226; C -0.181; H 0.214; H 0.214; H 0.205; H 0.215; H 0.213; H -0.185; H 0.211; H 0.216; H 0.216; H 0.215; H 0.214; Br 0.084; C -0.044; C -0.288; C 0.059; N -0.466; C 0.064; C -0.277; H 0.238; H 0.205; H 0.215; H 0.238